12
Properties=species:S:1:pos:R:3:forces:R:3:nbo_charge:R:1 method="wB97M-V/def2-TZVPD" lumo_energy_ev="0.596 / -0.772" multiplicity=3 total_energy_ev=-9704.392 mol_weight_da=99.093 total_charge=0 relative_energy_kj_mol=36.7 homo_energy_ha="-0.153 / -0.327"
C 1.365 0.779 -1.398 1.1 0.7 1.2 -0.206
C 1.109 0.635 -0.072 -2.9 -1.5 -0.3 0.307
C -0.272 -0.198 -0.121 3.0 1.5 3.3 0.224
N 0.459 0.310 -2.246 -0.5 -0.4 -0.3 -0.171
N -0.526 -0.258 -1.445 -2.4 -1.5 -2.8 -0.505
N -0.996 -0.628 0.937 -1.3 0.0 1.6 -0.834
O 1.583 1.229 1.044 0.5 0.6 -1.0 -0.643
H 2.210 1.298 -1.729 1.1 0.8 -0.9 0.192
H -1.394 -0.595 -1.892 1.1 0.6 0.5 0.397
H -1.293 -1.539 1.306 0.6 -0.6 -1.5 0.365
H -0.953 -0.114 1.807 0.3 0.8 -0.5 0.381
H 2.157 1.982 0.746 -0.5 -1.0 0.5 0.493